{"formula": "C6H11N", "method": "ωB97M-V with the def2-TZVPD basis set", "species": ["C", "C", "C", "C", "C", "C", "N", "H", "H", "H", "H", "H", "H", "H", "H", "H", "H", "H"], "xyz": [[-1.563, -0.276, -1.493], [-0.271, -1.044, -1.183], [1.002, -0.196, -1.396], [-0.014, 0.969, 1.529], [0.665, 0.357, 2.715], [0.621, 1.171, 0.405], [1.211, 1.203, -0.668], [-2.489, -0.759, -1.165], [-1.668, -0.134, -2.566], [-1.546, 0.718, -1.038], [-0.339, -1.500, -0.177], [-0.052, -1.826, -1.936], [1.855, -0.908, -1.264], [1.013, 0.193, -2.406], [-0.948, 1.501, 1.636], [0.907, 1.136, 3.441], [-0.010, -0.366, 3.177], [1.590, -0.158, 2.434]], "forces_ev_per_angstrom": [[-0.02, 0.07, -0.17], [0.22, 0.53, 0.04], [0.14, 0.92, -0.11], [0.25, 0.78, -0.13], [0.01, 0.02, 0.18], [0.18, -0.23, -0.24], [-0.27, -2.33, 0.33], [0.31, -0.18, 0.11], [0.06, 0.11, -0.15], [0.02, -0.14, -0.01], [0.31, 0.20, -0.48], [-0.62, -0.05, 0.50], [-0.22, 1.20, 0.19], [0.01, -0.54, -0.50], [-0.32, -0.26, 0.10], [0.03, -0.19, 0.14], [0.13, 0.00, 0.14], [-0.21, 0.12, 0.04]], "nbo_charge": [-0.617, -0.426, -0.226, -0.425, -0.611, 0.398, -0.432, 0.213, 0.205, 0.210, 0.211, 0.216, 0.205, 0.199, 0.235, 0.213, 0.214, 0.216], "lumo_ev": 1.02, "orbital_gap_ev": 9.59, "smiles": "CC=C=NCCC", "spin_multiplicity": 1}

{"formula": "C6H11N", "method": "ωB97M-V with the def2-TZVPD basis set", "species": ["C", "C", "C", "C", "C", "C", "N", "H", "H", "H", "H", "H", "H", "H", "H", "H", "H", "H"], "xyz": [[1.758, -0.468, 0.308], [0.574, 0.408, 0.425], [0.665, 1.603, -0.522], [-0.522, -0.668, 0.129], [-1.833, -0.531, 0.862], [-0.676, -0.729, -1.355], [-1.442, -0.710, -2.236], [0.961, -0.921, -1.348], [1.898, -1.081, 1.227], [2.693, -0.192, -0.143], [0.339, 0.751, 1.445], [1.220, 2.422, -0.052], [-0.318, 1.972, -0.822], [1.211, 1.319, -1.431], [-0.085, -1.652, 0.352], [-2.511, -1.335, 0.568], [-1.629, -0.621, 1.935], [-2.303, 0.432, 0.659]], "forces_ev_per_angstrom": [[-0.17, -0.43, -1.12], [-0.14, -0.20, -0.16], [-0.18, 0.03, -0.02], [-0.26, 0.11, 0.25], [-0.25, 0.12, 0.09], [-1.45, 0.09, -0.23], [1.12, -0.08, 0.16], [1.72, -0.13, 1.96], [-0.20, -0.36, -1.22], [0.15, 0.59, 0.00], [0.38, -0.13, -0.06], [-0.14, -0.16, -0.03], [0.04, 0.06, 0.05], [-0.20, 0.00, 0.13], [-0.19, 0.31, 0.17], [-0.01, 0.16, 0.07], [-0.14, 0.07, -0.10], [-0.08, -0.06, 0.07]], "nbo_charge": [-0.373, -0.298, -0.617, -0.258, -0.612, 0.170, -0.288, 0.078, 0.202, 0.205, 0.228, 0.221, 0.221, 0.223, 0.241, 0.228, 0.213, 0.217], "lumo_ev": -0.47, "orbital_gap_ev": 8.49, "spin_multiplicity": 1}

{"formula": "C6H11N", "method": "ωB97M-V with the def2-TZVPD basis set", "species": ["C", "C", "C", "C", "C", "N", "C", "H", "H", "H", "H", "H", "H", "H", "H", "H", "H", "H"], "xyz": [[-1.521, 1.375, 2.237], [-1.225, 1.708, 0.783], [-1.351, 0.387, -0.097], [0.038, -0.149, -0.292], [0.436, -0.723, -1.379], [1.728, -1.353, -1.552], [2.400, -1.756, -0.581], [-1.643, 0.301, 2.372], [-0.826, 1.837, 2.952], [-2.405, 1.981, 2.608], [-1.796, 2.603, 0.412], [-0.055, 2.037, 0.949], [-1.969, -0.437, 0.232], [-1.921, 0.783, -0.964], [0.587, -0.180, 0.712], [-0.288, -0.758, -2.206], [2.156, -1.717, 0.494], [3.401, -2.034, -0.720]], "forces_ev_per_angstrom": [[-1.66, 1.98, 1.44], [2.50, -0.05, 1.13], [0.19, 2.78, -0.75], [-0.91, 0.42, 2.95], [1.06, -1.62, -1.27], [-1.20, 0.78, -1.08], [-0.39, 0.62, 1.42], [-0.06, 0.23, 0.45], [0.53, -0.76, -0.32], [0.13, -1.35, -0.58], [0.56, -1.09, 0.21], [-2.70, -0.68, -1.64], [-0.33, 0.19, 1.03], [0.94, -0.77, -0.36], [-0.30, 0.16, -1.73], [0.89, -0.07, 0.00], [-0.64, 0.00, -0.27], [1.38, -0.77, -0.63]], "nbo_charge": [-0.632, -0.393, -0.456, -0.183, -0.068, -0.403, -0.029, 0.209, 0.208, 0.210, 0.215, 0.202, 0.217, 0.218, 0.194, 0.198, 0.131, 0.162], "lumo_ev": 0.95, "orbital_gap_ev": 10.01, "smiles": "C=N/C=C/CCC", "spin_multiplicity": 1}

{"formula": "C6H11N", "method": "ωB97M-V with the def2-TZVPD basis set", "species": ["C", "C", "C", "C", "C", "C", "H", "H", "H", "H", "H", "H", "H", "H", "H", "H", "H", "N"], "xyz": [[-1.650, 0.282, -0.292], [-0.939, -1.131, -0.233], [0.347, -0.954, 0.657], [1.360, -0.525, -0.449], [0.828, 0.889, -0.558], [-0.451, 1.144, 0.338], [-2.490, 0.319, 0.318], [-1.628, 0.921, -1.223], [-1.639, -1.756, 0.220], [-0.625, -1.710, -1.257], [0.441, -1.648, 1.563], [2.362, -0.726, 0.032], [0.965, -1.018, -1.398], [0.810, 1.414, -1.624], [1.737, 1.364, 0.063], [-0.435, 2.329, 0.767], [0.966, 0.634, 1.703], [0.042, 0.172, 1.374]], "forces_ev_per_angstrom": [[4.67, 2.26, -1.37], [0.40, -0.62, -2.09], [-1.31, -2.34, -0.99], [-1.54, -2.20, 0.14], [2.95, 4.61, -0.80], [2.15, -0.60, 1.27], [-1.67, 0.20, 0.65], [-1.27, -1.70, 0.22], [-1.15, -1.26, 0.86], [-1.18, 1.75, 2.33], [0.74, -0.47, -2.31], [-0.53, 0.63, -1.70], [2.20, -0.13, 1.20], [0.19, -1.36, 2.05], [-2.17, 0.38, -1.60], [-0.73, -3.53, -1.38], [-1.97, -1.20, -0.03], [0.22, 5.57, 3.55]], "nbo_charge": [-0.428, -0.410, -0.087, -0.462, -0.454, -0.052, 0.217, 0.223, 0.214, 0.202, 0.235, 0.222, 0.219, 0.218, 0.203, 0.233, 0.339, -0.633], "lumo_ev": 0.96, "orbital_gap_ev": 9.73, "smiles": "C1C[C@H]2CC[C@@H]1N2", "spin_multiplicity": 1}

{"formula": "C6H11N", "method": "ωB97M-V with the def2-TZVPD basis set", "species": ["C", "N", "C", "C", "C", "C", "C", "H", "H", "H", "H", "H", "H", "H", "H", "H", "H", "H"], "xyz": [[0.798, -2.387, -0.106], [1.333, -1.228, -0.863], [0.933, 0.047, -0.548], [1.552, 1.099, -1.075], [-2.022, 1.531, 1.430], [-0.966, 1.235, 0.331], [-0.358, 0.135, 0.069], [-0.188, -2.506, -0.464], [0.780, -2.531, 1.105], [1.373, -3.326, -0.395], [1.590, -1.320, -1.880], [1.262, 2.056, -0.749], [2.519, 1.032, -1.620], [-2.322, 0.633, 1.913], [-1.756, 2.451, 2.003], [-2.981, 1.853, 0.946], [-0.739, 1.988, -0.418], [-0.806, -0.762, 0.320]], "forces_ev_per_angstrom": [[1.46, -1.78, 0.51], [1.31, -1.46, -0.10], [-0.23, 0.08, -2.34], [1.85, -0.06, -0.05], [-0.61, 1.15, -3.00], [-2.57, 3.32, 0.81], [0.99, -1.14, 0.73], [-1.42, -0.78, 0.10], [0.40, 1.54, -2.88], [-0.59, 1.26, 0.04], [-0.30, -0.53, 2.03], [-0.34, 1.09, -0.08], [-0.89, -0.13, 0.46], [0.32, -0.49, 1.19], [0.18, -1.23, 0.11], [0.65, -0.10, 0.06], [0.29, 1.00, 0.90], [-0.48, -1.74, 1.48]], "nbo_charge": [-0.430, -0.644, 0.150, -0.481, -0.653, -0.112, -0.274, 0.175, 0.216, 0.210, 0.401, 0.195, 0.199, 0.217, 0.233, 0.211, 0.192, 0.194], "lumo_ev": 0.96, "orbital_gap_ev": 8.65, "smiles": "C=C(/C=C/C)NC", "spin_multiplicity": 1}

{"formula": "C6H11N", "method": "ωB97M-V with the def2-TZVPD basis set", "species": ["C", "C", "C", "C", "C", "C", "N", "H", "H", "H", "H", "H", "H", "H", "H", "H", "H", "H"], "xyz": [[0.908, -1.645, -0.382], [0.336, -0.464, -1.107], [-0.074, 0.661, -0.037], [0.362, 1.890, -0.377], [-2.472, 1.123, 0.828], [-1.324, 0.413, 0.675], [1.965, -1.274, 0.620], [1.297, -2.474, -0.998], [0.120, -2.173, 0.167], [1.125, -0.001, -1.677], [-0.419, -0.815, -1.776], [0.694, 2.258, -1.358], [0.602, 2.661, 0.342], [-3.405, 0.647, 0.550], [-2.510, 2.227, 1.023], [-1.226, -0.570, 1.117], [1.706, -0.418, 1.225], [2.313, -2.048, 1.166]], "forces_ev_per_angstrom": [[0.70, -1.46, 2.45], [1.31, 0.30, 1.58], [-2.98, -0.39, -1.83], [1.34, 2.38, -0.42], [-0.10, 2.20, -0.41], [3.32, -1.62, 0.87], [-0.89, 2.30, -0.39], [0.09, 0.86, -0.34], [-0.50, 0.17, -0.13], [0.21, 0.17, -0.33], [-1.00, 0.24, -0.18], [0.13, -1.01, 0.15], [-0.73, 0.17, 0.57], [-0.22, -0.27, 0.87], [0.16, -0.97, -0.66], [-1.20, -0.90, -0.75], [0.55, -2.27, -1.14], [-0.21, 0.09, 0.10]], "nbo_charge": [-0.231, -0.408, 0.005, -0.108, -0.113, -0.127, -0.853, 0.239, 0.168, 0.236, 0.255, 0.234, 0.225, 0.249, 0.239, 0.244, 0.355, 0.392], "charge": 1, "lumo_ev": [-5.86, -7.76], "orbital_gap_ev": [6.80, 4.91], "spin_multiplicity": 2}

{"formula": "C6H11N", "method": "ωB97M-V with the def2-TZVPD basis set", "species": ["C", "N", "C", "C", "C", "C", "C", "H", "H", "H", "H", "H", "H", "H", "H", "H", "H", "H"], "xyz": [[-2.090, -1.007, 1.580], [-1.235, -0.803, 0.415], [-0.512, 0.413, 0.329], [-1.000, 1.737, 0.441], [2.548, -0.029, -1.815], [1.400, -0.458, -0.962], [0.879, 0.325, 0.026], [-2.957, -1.585, 1.262], [-1.650, -1.703, 2.299], [-2.390, -0.072, 2.045], [-1.793, -0.898, -0.432], [-0.466, 2.271, 1.222], [-1.965, 2.044, 0.057], [2.560, -0.572, -2.754], [3.554, -0.112, -1.387], [2.443, 1.047, -1.935], [1.162, -1.517, -1.095], [1.510, 0.919, 0.704]], "forces_ev_per_angstrom": [[-0.52, -0.61, 0.40], [-0.20, 0.55, -2.15], [-0.08, -0.90, 0.32], [0.55, -1.80, 1.12], [-0.23, 0.76, 0.52], [1.90, -1.62, -0.31], [-0.48, 1.03, 2.06], [-0.25, 0.45, -0.15], [0.51, 0.53, 0.06], [-0.18, -0.07, 0.21], [0.04, -0.36, 0.09], [0.24, 0.99, -0.74], [-0.07, -0.06, 0.31], [-0.09, 0.09, -0.12], [-0.16, -0.44, 0.42], [0.09, 0.10, -0.57], [-1.16, 0.47, -0.17], [0.10, 0.90, -1.31]], "nbo_charge": [-0.417, -0.668, 0.281, -0.225, -0.699, 0.076, -0.186, 0.230, 0.220, 0.196, 0.402, 0.241, 0.244, 0.263, 0.288, 0.247, 0.251, 0.256], "charge": 1, "lumo_ev": [-5.14, -6.91], "orbital_gap_ev": [8.58, 6.92], "spin_multiplicity": 2}

{"formula": "C6H11N2", "method": "ωB97M-V with the def2-TZVPD basis set", "species": ["C", "C", "C", "C", "C", "C", "N", "N", "H", "H", "H", "H", "H", "H", "H", "H", "H", "H", "H"], "xyz": [[1.284, 0.407, 0.571], [-0.589, -0.983, 1.517], [0.159, 0.380, 1.624], [0.385, 0.920, -0.554], [-0.797, 0.870, 0.512], [0.220, -0.269, -1.440], [0.519, -0.265, -2.681], [-1.440, -0.430, 0.397], [2.008, 1.140, 0.914], [1.508, -0.681, 0.404], [-0.116, -2.016, 1.283], [-1.159, -1.232, 2.408], [0.245, 0.723, 2.632], [0.576, 1.956, -1.160], [-1.311, 1.776, 0.702], [-0.225, -1.166, -1.089], [0.312, -1.065, -3.254], [0.781, 0.525, -3.304], [-2.362, -0.589, 0.517]], "forces_ev_per_angstrom": [[0.72, -0.57, 1.68], [-0.57, -1.34, -0.14], [-0.36, -2.10, -1.66], [-1.08, 1.20, -1.52], [0.28, 0.01, 0.27], [0.33, 2.28, -0.93], [0.01, 0.57, -2.04], [3.37, -0.33, 0.62], [0.86, -0.59, -0.60], [1.32, 1.38, 0.17], [0.05, 1.88, 0.03], [-0.34, 0.32, 0.13], [0.31, 0.68, 0.25], [-0.21, -2.68, 1.65], [-1.03, 0.72, -0.38], [0.03, -0.63, 0.62], [0.04, -0.63, 0.08], [-0.01, -0.26, 1.37], [-3.73, 0.10, 0.43]], "nbo_charge": [-0.395, -0.231, -0.245, -0.333, 0.001, 0.341, -0.618, -0.661, 0.264, 0.226, 0.192, 0.215, 0.245, 0.257, 0.229, 0.261, 0.425, 0.438, 0.391], "charge": 1, "lumo_ev": -4.20, "orbital_gap_ev": 8.93, "smiles": "[NH2+]=C[C@@H]1C[C@@H]2CN[C@@H]21", "spin_multiplicity": 1}

{"formula": "C6H11N2", "method": "ωB97M-V with the def2-TZVPD basis set", "species": ["C", "C", "C", "C", "C", "C", "N", "N", "H", "H", "H", "H", "H", "H", "H", "H", "H", "H", "H"], "xyz": [[1.737, 1.600, -0.209], [1.356, -1.675, 1.163], [0.841, 0.810, 0.778], [1.296, -0.348, 1.075], [-1.570, -0.606, 0.153], [-1.717, 0.279, -2.206], [-1.472, -0.979, 1.354], [-1.428, -0.158, -0.910], [2.690, 1.028, -0.275], [1.159, 1.718, -1.097], [1.002, -2.433, 0.424], [2.026, -2.190, 1.930], [-0.053, 1.189, 1.129], [-2.713, 0.233, -2.276], [-1.155, -0.379, -2.903], [-1.210, 1.206, -2.266], [-2.164, -0.583, 2.020], [-0.511, -1.245, 1.719], [1.885, 2.530, 0.396]], "forces_ev_per_angstrom": [[-0.09, -0.04, 3.15], [2.05, -0.81, 1.16], [2.96, 0.34, -1.90], [-1.17, -3.24, 0.28], [1.00, 1.27, -2.53], [4.60, -1.05, -0.69], [-0.93, -0.31, 2.75], [-0.80, -1.47, 2.78], [-0.73, 0.74, -0.52], [0.16, 0.47, -0.89], [-0.03, 1.14, 0.28], [-0.97, 0.96, -0.90], [-1.55, 0.94, 0.86], [-3.69, 0.29, -1.02], [-0.80, 0.17, 0.17], [-0.31, 1.39, -0.57], [0.63, -0.61, -0.55], [-0.63, 0.07, -0.51], [0.29, -0.25, -1.36]], "nbo_charge": [-0.610, -0.572, -0.256, 0.091, 0.754, -0.414, -0.822, -0.261, 0.241, 0.211, 0.240, 0.254, 0.215, 0.244, 0.255, 0.241, 0.459, 0.488, 0.241], "charge": 1, "lumo_ev": -3.77, "orbital_gap_ev": 9.78, "spin_multiplicity": 1}

{"formula": "C6H11N2", "method": "ωB97M-V with the def2-TZVPD basis set", "species": ["C", "C", "C", "C", "N", "C", "C", "N", "H", "H", "H", "H", "H", "H", "H", "H", "H", "H", "H"], "xyz": [[1.776, 1.515, -0.555], [0.588, 0.762, -1.040], [-0.443, 0.403, -0.234], [-0.627, 0.893, 1.074], [-1.828, 0.549, 1.442], [-2.424, -0.314, 0.486], [-1.616, -0.370, -0.548], [1.097, -2.427, -0.215], [1.403, 2.435, -0.100], [2.429, 1.773, -1.383], [0.348, 0.807, -2.094], [1.181, -2.512, 0.784], [-0.018, 1.293, 1.867], [-2.313, 0.958, 2.228], [-3.213, -1.004, 0.725], [-1.734, -1.036, -1.383], [2.401, 1.009, 0.181], [1.536, -3.189, -0.705], [1.458, -1.544, -0.529]], "forces_ev_per_angstrom": [[0.27, 0.02, -0.48], [-0.56, 1.39, 0.53], [0.97, -0.15, -0.68], [-0.11, -0.39, 1.40], [-0.98, -0.48, 0.03], [-0.60, -0.17, 1.04], [0.45, -0.41, -1.27], [-0.74, 0.14, -0.20], [0.20, 0.12, -0.01], [-0.03, 0.13, -0.01], [0.50, -0.82, -0.33], [0.27, -0.14, 0.06], [0.48, 0.85, -0.60], [0.08, -0.37, 0.31], [-0.52, 0.55, 0.15], [0.05, 0.11, -0.20], [-0.29, -0.23, 0.12], [0.20, -0.08, 0.13], [0.36, -0.08, 0.02]], "nbo_charge": [-0.712, 0.156, -0.205, 0.156, -0.425, -0.046, -0.180, -1.086, 0.265, 0.258, 0.238, 0.370, 0.253, 0.448, 0.257, 0.267, 0.262, 0.383, 0.341], "charge": 1, "lumo_ev": -5.68, "orbital_gap_ev": 7.49, "spin_multiplicity": 1}

Energy relative to the best compared isomer or geometry (same formula, charge and spin) values, unit kcal/mol, following the record order: 46.0; 104.6; 67.7; 92.1; 77.2; 90.1; 73.9; 92.8; 112.7; 50.9.
Total energy values, unit Eh, following the record order: -289.89839; -289.80507; -289.86375; -289.82497; -289.84859; -289.52504; -289.55084; -344.36733; -344.33548; -344.43403.